Molecular formula: C4H8O2
Method: DFT, the ωB97M-V functional and the def2-TZVPD basis

Computed properties:
HOMO level in eV: -10.29
Calculated total energy in eV: -8372.51636
Frontier orbital gap in eV: 11.1
Structure (SMILES): CCC(=O)CO
Relative energy (zero: lowest compared OMol25 entry of this formula, charge and spin) in kcal per mole: 17.7

Each atom is followed by the atoms it is bonded to, with distances in Å.
Positions of all 14 atoms, in Å:
1 C 0.8557 0.5680 1.8422  C2 1.524, H7 1.093, H8 1.095, H9 1.093
2 C 0.4920 0.7394 0.3724  C1 1.524, C3 1.513, H10 1.098, H11 1.099
3 C -0.3135 -0.4075 -0.1968  C2 1.513, O4 1.215, C5 1.523
4 O -0.7010 -1.3455 0.4721  C3 1.215
5 C -0.6527 -0.3766 -1.6808  C3 1.523, O6 1.393, H12 1.101, H13 1.102
6 O -1.4140 -1.4832 -2.0507  C5 1.393, H14 0.973
7 H -0.0411 0.4672 2.4591  C1 1.093
8 H 1.4247 1.4311 2.2024  C1 1.095
9 H 1.4615 -0.3290 1.9970  C1 1.093
10 H 1.3905 0.8613 -0.2477  C2 1.098
11 H -0.0892 1.6588 0.2168  C2 1.099
12 H -1.1880 0.5609 -1.8981  C5 1.101
13 H 0.2899 -0.3364 -2.2497  C5 1.102
14 H -1.5149 -2.0087 -1.2380  O6 0.973